2 unconnected molecules or ions with the total composition C14H30F6N6OP2 in a non-equilibrium geometry, computed with ωB97M-V/def2-TZVPD.

XYZ file:
```
59
Properties=species:S:1:pos:R:3:forces:R:3:mulliken_charge:R:1
C 2.24427 -0.78956 1.50156 -0.0078 -0.0803 0.0961 -0.394
C 3.62498 -0.55285 2.11445 -0.0954 0.2521 -0.0008 -0.986
C 4.76525 -0.31654 1.10597 -0.0137 -0.1906 0.1146 -0.834
C 4.66770 -1.03432 -0.25747 0.3786 -0.0323 -0.0785 -0.817
C 4.43017 -0.10979 -1.47024 -0.3727 0.0942 0.1801 -0.983
C 3.08552 -0.33082 -2.18405 0.1660 -0.0606 -0.2992 -0.716
C 2.36458 0.95635 -2.55871 -0.0145 0.0745 0.1632 -0.700
C 1.00985 0.70689 -3.21359 0.0905 -0.0790 -0.1019 -0.634
C 0.09382 1.94140 -3.24510 -0.0285 0.0771 -0.1102 -1.092
C -1.33798 1.68670 -2.75996 0.0608 0.0757 0.0332 -0.711
C -1.41746 0.89594 -1.50313 -0.4005 0.0060 0.0464 0.226
N -2.40698 0.07913 -1.17498 0.4411 -0.1925 -0.1366 -0.552
C -2.07187 -0.41474 0.03615 -0.2974 0.4330 0.4326 0.086
N -2.86182 -1.20183 0.76958 -0.2382 -0.4885 0.1300 0.295
C -4.24772 -1.36367 0.24130 0.2788 -0.4103 0.0022 -0.536
C -5.25390 -1.56896 1.35783 0.2564 0.4628 -0.2003 -0.402
N -5.60004 -0.48874 1.90051 -0.4184 0.0822 0.4477 -0.360
P -2.47665 -2.04644 2.27366 -0.1080 0.0768 -0.2428 0.079
N -2.00835 -3.51031 1.51462 0.1858 0.1414 -0.0295 -0.593
O -1.00398 -1.40691 2.66557 0.1376 0.1403 -0.0642 -0.487
N -0.88822 0.07202 0.43367 0.2961 0.0316 -0.7214 0.361
N -0.48862 0.92264 -0.55604 0.1900 -0.1373 0.2132 0.073
H 2.08101 -0.12995 0.64342 -0.0538 0.0365 0.0652 -0.156
H 1.47613 -0.60236 2.25774 0.0383 0.0839 -0.0540 0.495
H 2.10815 -1.81561 1.15030 0.0727 0.0191 -0.0755 0.340
H 3.54954 0.34160 2.73650 0.0640 -0.0399 0.0714 0.319
H 3.87176 -1.36130 2.80565 -0.0460 -0.1050 -0.1323 0.383
H 5.69474 -0.63110 1.58362 0.0014 0.1206 0.0650 0.335
H 4.86554 0.76054 0.94988 -0.0215 -0.0441 -0.1189 0.379
H 5.61276 -1.55827 -0.40812 -0.0513 -0.0837 -0.0442 0.432
H 3.90083 -1.81266 -0.24200 0.0379 0.0171 0.0672 0.520
H 5.23304 -0.22487 -2.19889 0.0499 0.0728 0.0627 0.437
H 4.46474 0.92771 -1.12221 0.0925 -0.0163 -0.0648 0.477
H 2.42143 -0.94502 -1.56603 0.0038 0.0489 -0.0058 0.325
H 3.26656 -0.89691 -3.10324 -0.1421 -0.1308 0.0649 0.432
H 2.23058 1.55660 -1.64594 0.0201 0.0127 -0.0330 0.363
H 2.99360 1.56186 -3.21910 -0.0064 0.0317 0.0638 0.363
H 0.52635 -0.11397 -2.67460 -0.0178 0.0033 -0.1086 0.295
H 1.18058 0.34482 -4.23005 -0.0716 -0.0640 0.0268 0.636
H 0.53403 2.76266 -2.66987 0.0228 -0.0910 0.0655 0.388
H 0.02036 2.31414 -4.26711 0.0235 0.1072 0.0445 0.443
H -1.92367 1.16199 -3.51393 -0.0115 -0.0894 0.0756 0.365
H -1.84756 2.63588 -2.57235 -0.0314 -0.0216 -0.0445 0.275
H -4.52959 -0.42516 -0.22687 0.1197 -0.0668 -0.1291 0.391
H -4.23046 -2.18140 -0.48344 -0.2128 0.0477 -0.0259 0.303
H -5.62017 -2.57074 1.59664 0.0499 0.0097 0.0912 0.433
H -6.25629 -0.57947 2.67458 -0.0478 -0.2228 -0.0540 0.224
H -1.70254 -3.45273 0.55299 0.0515 0.0483 -0.0701 0.260
H -1.38544 -4.10358 2.04843 -0.2923 -0.2156 0.1107 0.277
H -0.28474 -1.97349 2.35905 -0.0021 -0.0576 -0.0322 0.343
H -0.38347 -0.04327 1.29793 -0.3191 0.2421 0.2231 0.362
H 0.35768 1.46169 -0.48353 -0.0560 0.0573 0.0752 0.268
F -4.24225 2.35204 3.42680 -0.3927 -0.3288 -0.9656 -0.352
P -3.22276 2.51128 2.15074 -0.4832 0.2065 0.2926 1.044
F -4.26959 3.63766 1.59214 0.9577 0.0295 -0.5070 -0.379
F -2.76341 0.99367 2.65577 0.7830 0.4782 0.4238 -0.292
F -1.71269 2.51302 1.40613 -0.5140 0.7082 -0.5109 -0.373
F -2.54239 3.74072 2.99362 0.3447 -1.0105 0.3541 -0.350
F -3.69494 1.71836 0.75373 -0.4466 -0.0696 0.8593 -0.328
```
Positions in Å, forces in eV/Å.

Frontier orbital gap: 9.42 eV
Max |F|: 1.1 eV/A
Calculated total energy: -60879.848 eV
LUMO: 0.0 eV